1.
ORCA calculation (ωB97M-V with the def2-TZVPD basis set) on a cluster of 2 separate species, CH8N2O3 in total in a non-equilibrium geometry.

Geometry as XYZ:
```
14
Properties=species:S:1:pos:R:3:forces:R:3:mulliken_charge:R:1
N 0.96038 0.39476 0.94103 0.4 0.4 -0.2 -0.696
C 0.02910 -0.69370 0.76662 1.3 -0.4 -1.5 -0.029
O -0.95915 -0.54615 1.74905 -0.5 0.1 -0.9 -0.496
O 0.72649 -1.89048 0.95255 0.2 -0.1 -0.1 -0.519
H 1.57456 0.40496 0.12582 0.0 0.1 0.4 0.263
H 0.46092 1.27909 0.89723 0.0 -0.1 0.0 0.290
H -0.18800 -0.72993 -0.49404 0.5 -0.8 4.3 0.497
H -0.49281 -0.18670 2.52128 -0.1 -0.1 -0.2 0.358
H 1.37636 -1.71556 1.65137 -0.1 -0.1 0.0 0.339
N -0.40088 1.19874 -1.84339 -0.5 -0.4 -0.2 -0.416
O -1.02864 -0.11350 -1.76740 -1.2 0.4 2.9 -0.511
H -1.12786 1.77655 -2.26920 0.2 0.0 0.1 0.247
H 0.29408 1.07804 -2.58212 -0.1 -0.1 0.2 0.234
H -1.22455 -0.25613 -0.64879 -0.2 1.1 -4.7 0.438
```
Forces are in eV/Å.

Values from the calculation:
Molecular weight in g/mol: 96.1
HOMO level in eV: -9.3033
Gap between HOMO and LUMO in Ha: 0.37207
E_LUMO in hartree: 0.0302
SMILES string: NC(O)O.NO
Energy above the lowest of the compared OMol25 structures with the same formula, charge and spin in kcal per mole: 123.86



2.
ORCA calculation (ωB97M-V with the def2-TZVPD basis set) on a cluster of 2 separate species, CH8N2S2 in total in a non-equilibrium geometry.

Geometry as XYZ:
```
13
Properties=species:S:1:pos:R:3:forces:R:3:mulliken_charge:R:1
N 0.32871 -0.80747 0.69105 0.7 -0.7 0.0 -0.545
C 1.39272 0.14330 0.40606 -0.5 1.7 -0.8 -0.189
N 1.46802 0.37735 -1.04165 0.6 -0.7 0.0 -0.588
H -0.25937 -0.55077 1.46103 0.1 0.2 0.5 0.275
H 0.73442 -1.69987 0.94587 -0.2 -0.1 -0.1 0.202
H 2.39284 -0.10285 0.77119 -0.2 -0.5 0.2 0.257
H 1.15606 1.13698 0.81962 -0.1 -0.4 0.5 0.229
H 1.54824 1.35309 -1.26054 -0.1 0.2 -0.2 0.222
H 0.69549 -0.04678 -1.52822 -0.2 0.1 0.0 0.225
S -2.48890 1.18260 0.04517 0.1 0.8 0.2 -0.108
S -3.31056 -0.42189 -0.94602 0.1 -0.5 -0.1 -0.162
H -1.56190 0.42672 0.63511 -0.1 0.2 0.1 0.031
H -2.09577 -0.99039 -0.99866 -0.2 -0.3 -0.4 0.151
```
Forces are in eV/Å.

Values from the calculation:
Molecular weight in g/mol: 112.2
HOMO level in eV: -8.4873
Gap between HOMO and LUMO in Ha: 0.32608
E_LUMO in hartree: 0.0142
SMILES string: NCN.SS
Energy above the lowest of the compared OMol25 structures with the same formula, charge and spin in kcal per mole: 15.68



3.
ORCA calculation (ωB97M-V with the def2-TZVPD basis set) on a structure of composition CH8N3 in a non-equilibrium geometry.

Geometry as XYZ:
```
12
Properties=species:S:1:pos:R:3:forces:R:3:mulliken_charge:R:1
C -0.13794 -0.45755 -0.87065 4.0 0.2 -2.8 -0.536
N -0.60748 0.92152 -0.64290 -1.6 -2.5 -0.9 -0.355
N 0.85903 -0.59377 0.18360 0.2 0.4 0.9 -0.381
N 0.24999 0.07899 1.32529 -0.2 -1.6 -1.5 -0.304
H 0.51118 -0.71588 -1.94210 -2.5 0.9 3.0 0.278
H -0.89960 -1.09070 -0.62865 -2.5 -1.9 -0.4 0.478
H -0.51558 0.74230 0.55202 0.0 0.8 0.3 0.518
H -1.47141 1.09366 -1.11836 -0.6 0.3 -0.2 0.266
H 1.10912 -1.56744 0.36652 -0.2 0.4 0.1 0.271
H 0.93790 0.60121 1.72806 2.3 2.0 1.4 0.245
H 0.10440 1.45874 -0.98736 2.0 2.5 -1.0 0.270
H -0.13962 -0.47108 2.03454 -0.9 -1.5 1.0 0.252
```
Forces are in eV/Å.

Values from the calculation:
Molecular weight in g/mol: 62.1
HOMO level in eV: -15.1217
Gap between HOMO and LUMO in Ha: 0.43746
E_LUMO in hartree: -0.1182
Charge: +1
Energy above the lowest of the compared OMol25 structures with the same formula, charge and spin in kcal per mole: 79.02



4.
ORCA calculation (ωB97M-V with the def2-TZVPD basis set) on a cluster of 2 separate species, CH8N3O in total in a non-equilibrium geometry.

Geometry as XYZ:
```
13
Properties=species:S:1:pos:R:3:forces:R:3:mulliken_charge:R:1
N 1.26357 -0.27538 0.17001 0.1 -0.9 0.1 -0.271
C 0.06824 -0.85349 0.00744 0.3 1.7 -1.9 0.572
N 0.00031 -2.01332 -0.67225 -0.2 -0.1 1.8 -0.362
N -1.06365 -0.16377 0.26083 0.5 -1.7 -0.1 -0.301
H 1.43236 0.70751 0.03405 -0.4 0.1 0.6 0.191
H 2.05560 -0.89457 0.17575 0.3 0.2 -0.5 0.210
H -0.92663 -2.39756 -0.78245 0.1 -0.3 0.0 0.241
H 0.77728 -2.65396 -0.60493 -0.1 -0.2 -0.3 0.237
H -1.18041 0.78538 -0.07053 0.1 0.0 0.9 0.257
H -1.74724 -0.77102 0.68295 -0.9 0.7 -0.5 0.242
H -0.89300 3.10007 0.06355 -0.7 -0.3 0.3 0.336
H 0.50270 2.97405 0.27150 0.6 -0.3 0.4 0.329
O -0.28913 2.45604 0.46408 0.1 1.0 -0.8 -0.681
```
Forces are in eV/Å.

Values from the calculation:
Molecular weight in g/mol: 78.1
HOMO level in eV: -15.1300
Gap between HOMO and LUMO in Ha: 0.42433
E_LUMO in hartree: -0.1317
Charge: +1
Energy above the lowest of the compared OMol25 structures with the same formula, charge and spin in kcal per mole: 30.47



5.
ORCA calculation (ωB97M-V with the def2-TZVPD basis set) on the ion CH8N3Si with charge +1 in a non-equilibrium geometry.

Geometry as XYZ:
```
13
Properties=species:S:1:pos:R:3:forces:R:3:mulliken_charge:R:1
C -0.89653 0.66752 -0.89032 2.0 -2.5 3.3 -0.431
N -1.00253 0.69222 0.60116 -0.4 0.8 -0.3 -0.438
N -0.39640 -0.50566 1.16094 0.3 -0.8 1.7 -0.302
Si 1.30012 -0.62888 0.11039 0.7 -0.6 0.3 0.277
N 0.39044 0.06993 -1.13298 1.0 0.0 -2.0 -0.195
H -1.66303 0.08644 -1.22787 -2.2 -1.7 -1.1 0.313
H -0.95824 1.57958 -1.32620 -0.3 3.2 -0.6 0.385
H -0.28303 1.33984 0.83422 0.2 1.5 0.6 0.356
H -0.27484 -0.34076 2.24320 -0.4 -0.3 -2.6 0.391
H -1.12392 -1.26200 1.08715 1.1 0.6 0.0 0.368
H 1.79318 -2.06212 -0.18830 -0.6 1.2 0.4 -0.010
H 2.44559 0.20999 0.85108 -1.6 -0.9 -0.6 0.018
H 0.66919 0.15391 -2.12248 0.1 -0.3 1.0 0.267
```
Forces are in eV/Å.

Values from the calculation:
Molecular weight in g/mol: 90.2
HOMO level in eV: -14.3178
Gap between HOMO and LUMO in Ha: 0.38005
E_LUMO in hartree: -0.1461
Charge: +1
SMILES string: C1N[NH2+][SiH2]N1
Energy above the lowest of the compared OMol25 structures with the same formula, charge and spin in kcal per mole: 78.15



6.
ORCA calculation (ωB97M-V with the def2-TZVPD basis set) on the molecule CH8N6 in a non-equilibrium geometry.

Geometry as XYZ:
```
15
Properties=species:S:1:pos:R:3:forces:R:3:mulliken_charge:R:1
N 1.94657 -0.93001 0.11094 1.3 -0.3 2.2 -0.500
N 0.69156 -1.41338 -0.19072 -2.8 0.3 -1.2 -0.592
C -0.20972 -0.48114 -0.15504 3.3 -1.6 -0.6 0.351
N 0.10835 0.82990 0.25979 -1.0 0.3 -1.0 -0.232
N 1.22768 1.56601 -0.30724 0.2 -0.4 1.4 -0.616
N -1.51286 -0.74791 -0.55250 -1.1 -0.4 2.2 -0.098
N -2.40709 0.02270 0.25907 -2.3 3.3 -1.2 -0.784
H 2.52455 -1.74145 0.22977 0.4 -0.6 -0.5 0.278
H 1.84260 -0.70097 1.11506 0.4 0.7 -0.2 0.248
H -0.76685 1.33525 0.11601 0.9 0.6 0.3 0.379
H 2.08170 1.04292 0.00444 -1.2 0.8 -0.9 0.395
H 1.19222 1.63256 -1.31422 0.0 -0.5 -0.2 0.231
H -1.87529 -1.71069 -0.37090 1.5 0.8 -0.6 0.343
H -2.71376 0.83237 -0.38909 0.3 -1.7 1.8 0.295
H -2.12965 0.46385 1.18460 0.3 -1.3 -1.6 0.301
```
Forces are in eV/Å.

Values from the calculation:
Molecular weight in g/mol: 104.1
HOMO level in eV: -8.1677
Gap between HOMO and LUMO in Ha: 0.33442
E_LUMO in hartree: 0.0343
SMILES string: NN=C(NN)NN
Energy above the lowest of the compared OMol25 structures with the same formula, charge and spin in kcal per mole: 51.51



7.
ORCA calculation (ωB97M-V with the def2-TZVPD basis set) on a cluster of 2 separate species, CH8NO in total in a non-equilibrium geometry.

Geometry as XYZ:
```
11
Properties=species:S:1:pos:R:3:forces:R:3:mulliken_charge:R:1
C -0.55311 1.04296 -0.22257 -1.2 -1.9 2.1 -0.750
N 0.88690 0.53667 -0.35486 -1.2 1.6 -1.4 -0.237
H -1.13043 0.64623 -1.04231 0.1 0.0 -0.4 0.354
H -1.07807 0.61934 0.73229 1.5 0.5 -1.6 0.297
H -0.69558 2.09765 -0.13559 0.8 0.7 -0.4 0.334
H 1.03431 -0.31383 0.10481 -0.8 -2.7 0.7 0.273
H 1.53832 1.07151 0.17139 0.8 1.6 0.0 0.359
H 1.15988 0.41147 -1.35208 0.0 0.4 0.9 0.373
H -0.98547 -1.84752 0.21472 -1.6 -0.7 -0.8 0.316
H 0.03656 -2.55124 1.16820 -0.5 0.8 -0.6 0.320
O -0.21330 -1.71324 0.71599 2.1 -0.3 1.5 -0.639
```
Forces are in eV/Å.

Values from the calculation:
Molecular weight in g/mol: 50.1
HOMO level in eV: -16.5151
Gap between HOMO and LUMO in Ha: 0.47182
E_LUMO in hartree: -0.1351
Charge: +1
Energy above the lowest of the compared OMol25 structures with the same formula, charge and spin in kcal per mole: 15.01



8.
ORCA calculation (ωB97M-V with the def2-TZVPD basis set) on a cluster of 2 separate species, CH8NO in total in a non-equilibrium geometry.

Geometry as XYZ:
```
11
Properties=species:S:1:pos:R:3:forces:R:3:mulliken_charge:R:1
C 1.63465 0.53863 -0.06749 0.3 -0.7 0.7 -0.734
N 0.21533 0.87942 -0.38780 -0.6 -0.8 -0.5 -0.301
H 2.26020 0.45918 -0.95420 -0.1 0.8 0.1 0.325
H 1.94589 1.17686 0.75092 0.4 0.5 -0.5 0.334
H 1.67793 -0.44767 0.38349 -0.5 -0.3 -0.1 0.314
H -0.04931 0.60403 -1.34007 0.2 0.0 0.1 0.371
H -0.04135 1.86047 -0.29404 0.3 0.1 0.1 0.374
H -0.40483 0.32812 0.21344 -0.2 0.0 0.1 0.305
H -2.24541 -2.48915 0.87072 0.4 0.0 0.0 0.329
H -2.94247 -1.27833 0.35365 0.1 0.1 -0.1 0.332
O -2.05063 -1.63155 0.47137 -0.4 0.2 0.0 -0.650
```
Forces are in eV/Å.

Values from the calculation:
Molecular weight in g/mol: 50.1
HOMO level in eV: -15.5998
Gap between HOMO and LUMO in Ha: 0.43359
E_LUMO in hartree: -0.1397
Charge: +1
Energy above the lowest of the compared OMol25 structures with the same formula, charge and spin in kcal per mole: 10.17



9.
ORCA calculation (ωB97M-V with the def2-TZVPD basis set) on a cluster of 2 separate species, CH8NO2 in total in a non-equilibrium geometry.

Geometry as XYZ:
```
12
Properties=species:S:1:pos:R:3:forces:R:3:mulliken_charge:R:1
O 0.96719 2.07417 -0.05970 -0.5 -0.9 0.8 -0.680
H -0.29425 0.90821 0.23403 0.4 -0.5 -1.7 0.318
H 1.82762 2.13941 -0.46727 0.3 0.3 -0.3 0.319
H 0.40259 2.79621 -0.30806 0.2 0.9 -0.4 0.331
N -0.88114 0.07427 -0.04546 0.9 0.4 1.9 -0.201
C -0.13460 -1.12705 0.42547 0.5 -1.3 0.7 -0.201
O 0.02051 -1.93628 -0.68926 -0.9 1.0 -0.9 -0.518
H -1.00633 -0.12836 -1.04252 -0.6 0.9 0.1 0.327
H -1.66514 0.27627 0.57987 -0.9 -0.8 -1.0 0.385
H 0.82301 -0.79490 0.83325 -0.1 0.0 0.1 0.294
H -0.73904 -1.66758 1.15736 0.1 0.4 0.3 0.297
H 0.67957 -2.61437 -0.61771 0.6 -0.4 0.4 0.329
```
Forces are in eV/Å.

Values from the calculation:
Molecular weight in g/mol: 66.1
HOMO level in eV: -15.8465
Gap between HOMO and LUMO in Ha: 0.45421
E_LUMO in hartree: -0.1281
Charge: +1
Energy above the lowest of the compared OMol25 structures with the same formula, charge and spin in kcal per mole: 13.33